104
Properties=species:S:1:pos:R:3:forces:R:3:mulliken_charge:R:1 method="wB97M-V/def2-TZVPD" homo_lumo_gap_ev=9.4017 energy_ha=-5119.54698 homo_ev=-9.67 e_above_lowest_kcal_mol=0.00 charge=0 smiles="COB(O)c1c(C[C@H](C)Br)cc(Cl)c2c1C(=O)NC2=O.CCO.CCO.CCO.CCO.CCO.CCO.CCO.CCO" lumo_energy_ev=-0.27
H 8.5373 2.1725 -0.1750 -0.05 0.12 -0.06 0.269
O 3.6080 -0.7880 -3.8549 -0.16 -0.11 0.00 -0.441
H 2.3401 3.2616 -3.2450 0.03 0.01 0.03 0.275
O -4.2461 -1.2772 2.7946 0.79 0.32 -0.42 -0.504
H -0.3255 1.7570 0.9145 -0.09 0.12 0.00 0.291
H -3.4144 4.5932 -2.7839 0.08 0.13 0.02 0.308
H 4.6915 -3.5416 -2.2338 0.03 0.01 0.00 0.356
H -2.6458 -0.2283 -1.0355 0.10 -0.13 -0.18 0.385
H -1.7276 1.0196 -6.5599 -0.08 -0.03 -0.05 0.340
H -1.4766 -1.4686 1.9842 0.25 0.21 0.03 0.517
H -2.2120 1.1695 -4.1681 -0.04 0.03 0.18 0.156
H -3.2133 -9.6742 3.1288 -0.02 0.03 0.10 0.296
H 0.1134 1.4289 -2.6996 -0.02 -0.06 0.02 0.076
H -6.2314 -3.1841 2.8869 -0.13 0.01 0.02 0.209
O -4.8265 -5.0392 4.2386 0.17 -0.24 -0.15 -0.432
H 5.5523 5.0826 -0.7073 0.05 0.06 -0.03 0.379
H 2.6420 -2.4527 -3.1915 -0.04 0.12 -0.05 0.264
C -2.6220 -8.1512 1.7212 0.03 -0.05 -0.03 -0.925
B -3.4876 -0.5162 3.6680 -0.60 -0.20 0.71 0.644
O 9.5091 3.8280 -0.8507 -0.19 -0.02 0.04 -0.506
H -5.6098 -4.3807 1.7580 -0.05 -0.09 -0.02 0.236
H -0.4204 -0.0793 -6.1447 -0.01 -0.07 0.00 0.238
H 9.7244 1.8696 -1.4545 -0.08 -0.13 0.06 0.269
O -2.8509 2.7013 -2.1846 0.20 0.08 -0.23 -0.337
O 0.6205 1.6917 -1.9226 0.25 0.23 0.27 -0.136
C 6.1100 4.3862 -1.3391 0.06 -0.02 0.02 -0.798
Br -0.3287 -2.4503 -0.3313 0.32 0.29 0.21 -0.211
H -3.2039 -2.8597 5.3711 0.30 -0.10 0.09 0.050
C 2.4715 2.1969 -3.4042 -0.27 -0.22 -0.06 -1.047
C 1.9994 1.4184 -2.1939 -0.23 -0.03 -0.38 -0.249
H 10.3868 2.6998 1.4218 -0.06 -0.04 0.00 0.297
H 6.2775 3.8602 -3.4228 -0.12 -0.01 -0.07 0.291
H 1.8828 1.9267 -4.2866 0.05 -0.17 0.02 0.347
H -1.7800 4.4322 -2.1199 0.03 -0.15 -0.05 0.275
H -1.8598 -2.0414 4.5006 0.01 -0.22 0.19 0.283
C -0.7989 -0.5661 0.0872 -1.32 -0.26 -0.44 -0.239
H 2.5723 1.7036 -1.3099 -0.14 0.04 0.07 0.323
H 3.8461 -2.7445 -4.4579 -0.08 -0.13 0.06 0.313
H 4.4678 -1.9102 -1.5735 -0.07 -0.04 0.00 0.258
C -1.7456 0.6896 2.1075 -0.55 -1.43 0.04 1.252
O -3.4986 -0.8478 5.0139 0.86 -0.27 -0.35 -0.376
H -2.8268 -8.7438 0.8275 0.00 0.04 -0.02 0.321
H -1.7129 -0.6212 -7.2330 0.00 0.04 -0.01 0.375
H -1.3994 1.0322 -1.2344 -0.25 -0.02 -0.04 -0.174
H -2.7365 4.0136 0.1509 0.06 0.05 -0.04 0.059
H -1.1626 -0.5487 -1.9976 -0.30 0.32 -0.27 0.559
H 10.3797 4.0661 -1.1827 0.00 0.03 0.00 0.284
O -1.9798 0.2516 -3.9844 0.02 -0.07 -0.24 -0.282
H -3.3559 -0.4602 -5.3421 0.00 -0.14 -0.08 0.293
C -3.4476 -8.6352 2.8998 0.02 0.43 -0.02 -0.200
H -3.7643 2.4132 -2.0905 0.01 -0.04 0.03 0.214
O -1.6090 5.1633 4.7706 -0.55 -0.75 -0.42 -0.494
O 4.3424 4.3398 -3.0047 0.38 0.10 -0.10 -0.415
C -3.5635 2.3512 5.0755 -0.26 -0.38 -0.05 -0.046
C -2.6255 0.7262 3.2052 -0.52 -0.18 -0.01 -0.259
C -2.7066 1.9186 3.8781 -0.11 0.77 1.32 0.873
C 9.5297 2.4368 -0.5380 0.37 0.11 -0.06 -0.159
C -1.4914 -0.0257 -6.3457 0.05 -0.03 0.00 -1.120
H -6.8712 -5.0179 4.4807 -0.10 -0.09 -0.07 0.242
H 11.5745 2.4124 0.1593 0.01 -0.09 -0.04 0.324
C -1.1024 2.9482 2.4821 0.94 1.11 -0.44 -0.304
N -3.5179 3.8150 5.0934 0.03 0.06 0.03 -0.466
C -2.8154 4.1165 -2.0007 -0.33 -0.08 0.13 -0.371
C -1.9423 3.0380 3.5439 -0.18 0.35 0.80 0.124
H -7.3470 -4.3273 2.1164 0.01 0.05 -0.01 0.395
H -4.5181 -8.5644 2.6736 0.00 -0.16 -0.10 0.206
H -2.8405 -7.1031 1.5020 -0.07 -0.03 -0.05 0.265
H 5.8579 3.3779 -1.0051 0.03 -0.02 -0.05 0.206
C -1.0025 1.7852 1.7593 0.48 -0.12 -0.60 -0.646
H 5.6732 -2.1867 -2.8225 0.01 -0.09 -0.04 0.334
H -6.2328 -6.2137 3.3417 0.13 -0.04 0.11 0.305
H -4.7468 -4.1351 4.5567 -0.03 -0.01 0.09 0.162
C -1.6964 -0.6221 1.3286 0.11 0.81 -0.36 -1.284
H -4.1523 4.0130 4.3098 -0.45 0.52 0.56 0.360
C 4.6769 -2.4788 -2.4805 -0.02 0.02 0.06 -1.062
C 3.6363 -2.1797 -3.5434 0.36 0.12 -0.06 -0.250
C -2.6091 -1.9456 5.2987 -0.39 0.35 -0.21 -0.463
H 0.0895 0.0486 0.2030 0.36 -0.68 0.08 0.467
O -3.1704 -7.8713 4.0667 0.06 -0.16 -0.01 -0.507
H -2.0271 -1.5542 -4.9225 -0.01 0.03 0.13 0.306
C 10.5800 2.1292 0.5128 -0.03 0.02 0.06 -1.078
C -6.3497 -4.2150 2.5437 0.04 0.02 -0.03 -0.969
H 2.1218 0.3459 -2.3537 0.15 0.02 0.03 0.147
H 7.1771 4.5516 -1.1850 -0.01 0.00 0.04 0.174
C -2.2428 4.1832 4.4950 0.25 -0.38 -0.30 -0.127
H 4.4803 -0.5417 -4.1768 0.00 0.03 -0.02 0.256
H -2.0850 -1.7525 6.2339 -0.14 -0.04 -0.01 0.272
C -1.5766 -0.0336 -1.1408 0.69 -0.38 0.91 -0.711
C 5.7365 4.5696 -2.7974 -0.25 0.24 0.32 -0.358
H 10.5883 1.0664 0.7596 0.04 0.01 -0.01 0.319
Cl -0.1568 4.3198 1.9827 -0.05 -0.13 0.05 -0.210
H -3.3883 -6.9521 3.8721 -0.09 0.06 0.16 0.263
H -3.9750 -2.2021 2.7834 -0.45 -0.15 0.15 0.241
H -1.5578 -8.2171 1.9504 -0.01 -0.06 0.01 0.261
H -2.7188 -0.7735 0.9710 0.13 -0.24 0.07 0.595
C -6.1359 -5.1856 3.6883 -0.01 0.35 0.01 -0.122
H 3.8613 4.9727 -2.4621 0.00 0.00 0.01 0.257
H -3.2963 5.5762 -0.4774 -0.02 -0.01 0.02 0.382
H 5.9823 5.5828 -3.1324 0.18 -0.05 -0.03 0.248
C -2.2799 -0.5183 -5.1462 0.03 0.40 -0.10 -0.260
O -4.2007 1.7168 5.8685 0.47 0.46 -0.86 -0.460
H 3.5206 2.0004 -3.6099 0.00 0.06 -0.04 0.210
H -4.3654 4.1608 -0.4956 -0.03 0.08 -0.05 0.351
C -3.3329 4.4959 -0.6258 0.03 -0.04 0.06 -0.850

***

117
Properties=species:S:1:pos:R:3:forces:R:3:mulliken_charge:R:1 method="wB97M-V/def2-TZVPD" homo_lumo_gap_ev=5.2231 energy_ha=-3193.63474 homo_ev=-3.57 charge=-1 lumo_energy_ev=1.66
N 6.0926 3.8299 1.0729 -0.39 0.05 0.42 -0.345
H 5.8608 2.5066 9.0668 0.01 0.02 -0.01 0.291
O 0.8244 1.8224 0.7149 -0.01 -0.01 0.00 -0.122
H -3.3428 -1.6333 5.2461 -0.03 0.00 -0.02 0.215
H -2.9116 -5.0216 1.1015 0.00 -0.07 -0.03 0.003
H 5.3078 4.8980 4.5501 0.03 -0.03 0.05 0.281
C -1.7167 -0.3108 -0.2657 -0.10 -0.15 -0.08 -0.473
H -1.2720 -4.3886 0.8977 0.02 0.04 -0.11 0.243
H -1.5653 -1.2833 -0.7272 0.11 0.01 0.02 0.224
H -1.7881 8.1966 -3.9827 0.01 0.00 0.02 0.297
H 4.7661 -0.5486 0.6721 -0.02 0.00 -0.03 0.360
C -3.4192 -0.4019 -8.6510 -0.09 0.08 0.08 -0.424
H 0.5711 3.0401 2.3768 -0.03 0.00 -0.02 0.324
C -4.2827 -3.3630 3.4947 0.02 0.01 -0.02 0.870
H -3.4926 0.5407 -9.1906 0.02 -0.03 -0.06 0.302
C -1.0681 -2.5753 -12.0198 0.05 -0.02 -0.01 -0.639
H -1.1257 -5.3101 9.0432 -0.01 0.02 0.01 0.297
O -1.1845 -2.1640 -10.6557 0.00 0.00 0.01 -0.328
C 6.4419 1.1578 -0.6525 0.24 -0.20 0.26 -1.172
H -0.9737 -2.0859 -4.3931 0.02 0.02 -0.01 0.290
O -2.2479 -4.7184 -0.8481 0.08 0.02 -0.03 -0.268
O -4.2512 -4.5720 2.9317 -0.06 0.01 0.05 -0.343
O -3.2689 -5.0171 -2.7255 0.01 0.00 -0.01 -0.226
O -3.7372 -6.4087 -1.0107 -0.01 0.00 0.01 -0.564
H 5.9132 0.5776 -1.4236 0.00 0.03 -0.02 0.397
C -0.4229 1.4403 0.5472 -0.02 -0.03 0.03 0.792
C -1.9322 -5.8649 9.5186 0.02 -0.05 0.01 -0.631
H -1.9193 -2.9315 -5.6472 0.00 0.01 0.00 0.177
O -3.1820 -3.6970 8.6743 0.00 0.02 0.01 -0.546
O -3.0646 -5.9513 8.6469 0.00 -0.01 0.01 -0.332
C -1.3355 3.9963 -1.5669 0.00 -0.06 0.02 -0.510
H -1.6004 -6.1053 0.5696 -0.05 -0.02 -0.06 0.320
H 2.0815 3.2445 1.4104 0.01 -0.07 -0.09 -0.101
H -2.2818 0.3242 -0.9474 -0.02 0.06 0.07 0.248
H -0.4743 -1.9901 -6.1002 0.01 0.02 0.02 0.300
C 5.3863 3.2354 6.5928 0.03 -0.01 -0.01 0.797
H -0.1277 -3.1143 -12.0814 0.00 0.00 0.01 0.216
H -1.0518 -1.7106 -12.6806 -0.02 0.00 0.00 0.291
O -2.2803 -1.1513 -9.0965 0.02 -0.01 0.04 -0.130
H 3.7957 5.0092 5.4939 0.04 0.00 0.03 0.320
C -4.2092 -5.7421 -3.5219 0.00 0.02 -0.05 -0.660
H 6.7499 2.1038 -1.1049 0.05 0.02 0.06 0.337
C -3.5818 -4.7709 8.3070 0.02 0.00 -0.02 0.808
H 3.8903 3.2387 -0.7942 -0.10 -0.09 0.23 0.145
C -1.6324 0.2505 -5.3768 -0.02 -0.05 0.05 0.748
H -2.0207 4.4763 -0.8728 0.04 0.04 0.00 0.395
H -1.8960 -3.2258 -12.2962 -0.01 0.02 0.00 0.291
H 6.4754 0.9206 8.5247 0.00 0.00 -0.01 0.215
H -5.6698 -3.2304 7.8866 0.07 0.01 0.03 0.359
H -2.2702 -0.4313 0.6652 -0.03 0.08 -0.01 0.155
H -2.9133 3.1874 -5.5546 -0.02 -0.02 0.00 0.246
O -0.4219 0.2261 -0.0193 0.02 -0.02 -0.03 -0.336
H -3.9084 -6.7839 -3.6167 -0.01 0.00 0.02 0.315
H -5.2037 -5.6910 -3.0822 0.00 -0.02 0.01 0.299
C -1.3233 -2.0520 -5.4227 -0.05 -0.08 -0.04 -0.604
O -3.0294 -2.9534 3.6647 0.02 0.00 -0.01 -0.324
H 7.7287 2.5422 1.6253 -0.04 -0.01 -0.06 -0.028
O -0.8952 6.5755 -2.1196 -0.02 0.02 0.03 -0.558
H -0.3100 4.1157 -1.2256 -0.01 0.04 -0.01 0.288
H -1.7656 2.6436 -4.3128 0.05 -0.01 -0.01 0.018
C -1.1192 7.5571 -4.5558 0.00 0.00 -0.05 -0.667
O 9.6295 4.1220 2.0436 -0.03 -0.21 0.12 -0.515
C -5.5382 -5.1478 2.6767 0.03 -0.07 -0.04 -0.743
O -2.5412 1.1985 -5.5985 -0.01 0.03 -0.05 -0.329
H -1.6281 -6.8907 9.7016 -0.01 0.00 -0.01 0.213
H -0.0875 7.7996 -4.3084 -0.01 0.00 0.02 0.304
O 5.6118 2.0021 7.0653 -0.01 0.00 0.01 -0.328
C -2.0018 -5.0952 0.5140 0.07 0.06 0.18 -0.303
O -1.3891 6.1781 -4.2876 0.00 0.00 0.01 -0.295
H 7.3610 0.6061 -0.4077 -0.03 -0.06 -0.04 0.249
H -4.2021 -5.2574 -4.4934 0.00 0.00 0.00 0.174
H 3.8382 4.1351 3.9346 0.05 -0.08 0.00 0.090
H 9.6079 3.1790 1.8313 0.02 0.21 0.03 0.317
H -3.3617 -0.8948 3.6282 -0.06 -0.04 -0.01 0.302
O -4.6131 -4.9826 7.4925 -0.03 -0.01 0.01 -0.318
O -2.2022 -0.9358 -5.6189 0.07 0.03 0.06 -0.312
H -1.8301 -1.4613 4.3287 0.02 -0.09 -0.04 0.252
O -1.4221 2.0566 0.8407 0.03 0.01 0.02 -0.601
H -4.3330 -0.9754 -8.7979 0.01 -0.01 -0.06 0.306
O -5.2782 -2.7555 3.7943 0.00 0.01 0.03 -0.554
C 4.4525 0.4915 0.5040 0.23 -0.20 0.19 -0.846
N 5.6003 1.3804 0.5227 -0.52 0.50 -0.53 -0.150
O 3.8924 3.1864 0.1690 0.22 0.15 -0.24 -0.422
C 7.2277 3.5049 1.8771 0.07 0.19 -0.05 -0.047
O -3.1589 -1.2019 -11.1771 -0.02 0.00 0.00 -0.558
H -6.1079 -4.5204 1.9941 -0.01 0.02 0.03 0.324
H 3.7587 0.7585 1.3012 -0.02 -0.01 0.00 0.198
H 3.8910 0.5193 -0.4439 -0.04 0.01 0.01 0.247
H -5.3366 -6.1119 2.2195 0.01 0.01 -0.01 0.249
C 4.3934 4.3823 4.8337 -0.06 0.09 -0.21 -0.506
H -1.2924 7.6861 -5.6201 0.00 -0.01 0.00 0.198
C -1.2227 5.8324 -3.0048 0.01 0.00 -0.01 0.641
H -4.5653 -3.1576 6.4934 0.02 0.02 0.05 -0.083
H 8.2319 5.0466 0.7991 0.08 -0.07 -0.03 0.216
O 5.7577 4.2532 7.1208 -0.01 0.02 0.02 -0.563
C -2.8956 -1.6531 4.2544 0.06 0.16 0.04 -0.624
H -1.5795 2.9426 -1.6479 -0.01 0.01 -0.04 0.032
H -2.2054 -5.3779 10.4528 0.00 0.02 -0.01 0.291
H -6.0885 -5.2764 3.6066 -0.01 0.03 0.00 0.294
H -3.2561 -0.2207 -7.5955 -0.01 -0.02 -0.03 0.008
H 0.5391 3.8877 0.8134 -0.06 -0.03 0.01 0.221
C -2.0709 2.5350 -5.3475 -0.06 0.01 -0.03 -0.356
C 1.0079 3.0852 1.3798 0.11 0.09 0.13 -0.298
C -5.2597 -3.7856 7.0451 -0.13 0.03 -0.08 -0.231
H -1.2371 2.7765 -6.0034 0.03 -0.03 0.02 0.322
C 6.3752 1.9718 8.2695 0.01 -0.05 0.00 -0.648
C 8.2982 4.5985 1.7959 -0.10 0.05 -0.27 -0.178
C -2.2956 -1.4755 -10.3832 0.01 -0.01 -0.02 0.708
H -6.0620 -4.1027 6.3864 0.03 -0.06 -0.01 0.191
O -1.4863 4.5361 -2.8908 -0.03 -0.01 0.01 -0.189
C -3.1385 -5.4727 -1.4776 -0.04 0.01 0.01 0.733
O 4.6909 3.1324 5.4737 -0.03 -0.01 0.01 -0.236
O -0.4991 0.4232 -5.0205 0.02 0.02 0.00 -0.527
B 5.2429 2.8626 0.6376 0.14 -0.12 0.01 0.080
H 7.3569 2.4163 8.1136 -0.01 0.02 0.00 0.289
H 8.0990 5.3914 2.5205 0.04 0.00 0.03 0.180
H 6.9276 3.4172 2.9357 0.14 -0.19 0.04 -0.016